(1)
{
  "formula": "C4H26NO8",
  "method": "ωB97M-V with the def2-TZVPD basis set",
  "energy_ev": -22431.8782,
  "homo_lumo_gap_ev": 10.77,
  "e_above_lowest_kj_mol": 393.0,
  "total_charge": 1,
  "max_force_ev_per_a": 8.6,
  "species": ["C", "C", "C", "C", "O", "N", "H", "H", "H", "H", "H", "H", "H", "H", "H", "H", "H", "H", "H", "H", "O", "H", "H", "O", "H", "H", "O", "H", "H", "O", "H", "H", "O", "H", "H", "O", "H", "H", "O"],
  "coordinates": [[1.40686, 0.50013, 1.46592], [0.43506, 0.98344, 0.39328], [0.57129, 2.48315, 0.13096], [0.00593, 3.51008, 1.17066], [-0.21592, 2.59770, -1.04071], [-0.99009, 0.40772, 0.76759], [2.45489, 0.44129, 1.05778], [1.24401, 1.04751, 2.46892], [1.31244, -0.65389, 1.44996], [0.62982, 0.66042, -0.68836], [1.66812, 2.59445, -0.14341], [0.55242, 3.12742, 2.20438], [0.05766, 4.46647, 0.84591], [-1.11368, 3.30019, 1.42576], [-0.33630, 3.57308, -1.43653], [-1.72147, 1.00272, 0.40286], [-1.00574, -0.58891, 0.49476], [-0.90843, 0.23339, 1.76756], [-0.36374, -2.89682, 0.62336], [-0.31728, -1.83502, -0.53868], [-0.90461, -2.25438, 0.08759], [2.60488, 0.90504, -2.22030], [2.38927, -0.69032, -1.91561], [2.18948, 0.19920, -1.60878], [3.00633, -3.20141, -2.63157], [1.66790, -2.52091, -2.70538], [2.26447, -2.92607, -1.94266], [-2.39063, -0.01296, 3.76991], [-2.16376, 1.24315, 4.08737], [-1.66822, 0.64728, 3.50614], [-3.38509, 1.12706, -1.24852], [-4.16422, 1.75546, -0.04393], [-3.41998, 1.22544, -0.30747], [1.75247, -4.33138, 0.98273], [0.22886, -4.85162, 0.81645], [0.78773, -4.08956, 1.19089], [-0.08781, -1.77302, -4.08591], [-0.83848, -1.14778, -2.95498], [-0.07753, -1.48567, -3.15032]],
  "lowdin_charge": [-0.05, -0.32, -0.42, -0.01, -0.11, 0.22, 0.10, 0.11, 0.11, 0.12, 0.16, 0.13, 0.02, 0.10, 0.18, 0.08, 0.08, 0.09, 0.03, 0.02, -0.05, 0.12, 0.01, -0.08, 0.11, 0.05, -0.15, 0.10, 0.06, -0.08, 0.05, 0.06, -0.02, 0.11, 0.11, -0.11, 0.09, -0.06, 0.03]
}

***

(2)
{
  "formula": "C37H35BBrClHgN8O2S2",
  "method": "ωB97M-V with the def2-TZVPD basis set",
  "energy_ev": -164043.6774,
  "spin_multiplicity": 2,
  "homo_lumo_gap_ev": [4.40, 7.00],
  "s_squared": 0.773,
  "total_charge": -1,
  "max_force_ev_per_a": 0.7,
  "species": ["Hg", "C", "C", "C", "C", "C", "C", "N", "C", "C", "C", "C", "C", "N", "C", "C", "C", "C", "C", "C", "N", "H", "H", "H", "H", "H", "H", "H", "H", "H", "H", "H", "H", "H", "H", "H", "C", "N", "C", "C", "N", "B", "N", "C", "C", "N", "C", "C", "S", "C", "S", "H", "H", "H", "H", "H", "H", "H", "H", "H", "H", "H", "H", "Cl", "C", "C", "C", "C", "O", "C", "C", "O", "C", "H", "H", "H", "H", "Br", "C", "C", "C", "C", "N", "C", "H", "H", "H", "H"],
  "coordinates": [[-0.28295, 0.08089, -0.09198], [-1.39893, -4.71206, 0.45536], [-1.17517, -3.81888, 1.63841], [-0.55065, -4.28268, 2.79518], [-0.37845, -3.41698, 3.85774], [-0.87282, -2.12638, 3.76359], [-1.50405, -1.74900, 2.58363], [-1.63429, -2.57291, 1.54404], [-2.24570, -0.46423, 2.47488], [-3.18623, -0.24239, 3.46477], [-4.07284, 0.84625, 3.32092], [-3.95787, 1.64017, 2.22075], [-2.95544, 1.40310, 1.24390], [-2.09277, 0.33433, 1.40607], [-2.84572, 2.22652, 0.07622], [-3.67328, 3.36433, -0.11723], [-3.54478, 4.12582, -1.24854], [-2.57304, 3.78073, -2.19032], [-1.78351, 2.65933, -1.94580], [-0.70549, 2.32931, -2.93969], [-1.93025, 1.88692, -0.87722], [-0.49893, -5.28211, 0.22362], [-1.66590, -4.10210, -0.40390], [-2.21283, -5.41139, 0.66670], [-0.19299, -5.30318, 2.84622], [0.13283, -3.74243, 4.75576], [-0.77655, -1.42427, 4.58104], [-3.27730, -0.93519, 4.28921], [-4.84583, 1.02907, 4.05698], [-4.66281, 2.44501, 2.08501], [-4.41142, 3.65181, 0.61512], [-4.18753, 4.98361, -1.40884], [-2.41913, 4.37192, -3.08397], [-1.08343, 2.42996, -3.95688], [0.12400, 3.02985, -2.82298], [-0.31629, 1.32854, -2.76825], [-1.50660, 0.17837, -4.76830], [-0.23739, -0.39567, -4.38670], [0.88818, -0.42710, -5.18094], [1.78051, -1.21564, -4.54532], [1.21525, -1.68134, -3.38119], [1.86783, -2.82037, -2.52915], [3.01593, -2.23093, -1.65153], [4.32543, -2.13236, -2.07318], [5.10548, -1.83981, -1.01195], [4.26354, -1.75014, 0.08095], [4.69240, -1.63601, 1.45351], [2.97870, -1.97432, -0.32902], [1.65988, -1.94105, 0.73006], [-0.01156, -1.15174, -3.27492], [-1.19586, -1.35494, -2.05601], [-1.33514, 1.09695, -5.32564], [-2.08598, 0.38397, -3.87213], [-2.06326, -0.52655, -5.39021], [0.94719, 0.12264, -6.10356], [2.77804, -1.49656, -4.83331], [2.38720, -3.57880, -3.31704], [1.05068, -3.34063, -1.83776], [4.59963, -2.30564, -3.09880], [6.16562, -1.68019, -0.92501], [5.78007, -1.66341, 1.47608], [4.29117, -2.46435, 2.03766], [4.34144, -0.70815, 1.90369], [5.60643, 4.61775, -3.23653], [4.39331, 3.49939, -2.66191], [4.49496, 2.14337, -2.98757], [3.52869, 1.27258, -2.56662], [2.37922, 1.67435, -1.80729], [1.51469, 0.77258, -1.54067], [2.33919, 3.07800, -1.45052], [1.31467, 3.70319, -0.64738], [0.32799, 3.21428, -0.13897], [3.35058, 3.94628, -1.90351], [5.34088, 1.79053, -3.56409], [3.60103, 0.21969, -2.80554], [1.49190, 4.79318, -0.49849], [3.28329, 4.99754, -1.64567], [5.34396, 2.17655, 1.45670], [3.58887, 1.98344, 2.15437], [3.20438, 2.67610, 3.28883], [1.90618, 2.47471, 3.74089], [1.07611, 1.61704, 3.03993], [1.46331, 0.95935, 1.95217], [2.70474, 1.12975, 1.52152], [3.88619, 3.34381, 3.79640], [1.55028, 2.98674, 4.62492], [0.04890, 1.45179, 3.34856], [2.99446, 0.57334, 0.63895]],
  "lowdin_charge": [0.92, -0.03, -0.35, -0.05, -0.08, -0.04, -0.26, 0.16, -0.27, -0.06, -0.10, -0.05, -0.22, 0.05, -0.23, -0.05, -0.10, -0.06, -0.34, -0.04, 0.08, 0.08, 0.05, 0.08, 0.11, 0.10, 0.11, 0.10, 0.09, 0.09, 0.08, 0.09, 0.10, 0.06, 0.08, 0.03, -0.07, -0.13, -0.05, -0.08, 0.01, -0.46, 0.01, -0.10, -0.06, -0.12, -0.06, -0.72, 0.66, -0.71, 0.62, 0.08, 0.05, 0.10, 0.11, 0.11, 0.07, 0.05, 0.11, 0.11, 0.09, 0.08, 0.05, 0.59, -0.70, -0.11, -0.01, -0.37, -0.17, -0.14, -0.25, 0.01, -0.10, 0.10, 0.08, 0.12, 0.10, 0.74, -0.66, -0.11, -0.06, -0.13, 0.04, -0.24, 0.10, 0.10, 0.11, 0.07]
}

***

(3)
{
  "formula": "C3H6FNO2",
  "method": "ωB97M-V with the def2-TZVPD basis set",
  "energy_ev": -11505.5361,
  "homo_lumo_gap_ev": [8.92, 8.92],
  "e_above_lowest_kj_mol": 555.5,
  "total_charge": 0,
  "max_force_ev_per_a": 4.2,
  "species": ["C", "C", "C", "N", "O", "O", "F", "H", "H", "H", "H", "H", "H"],
  "coordinates": [[-0.14872, -0.00269, 0.17155], [0.62204, -1.63036, -1.77471], [-0.15078, 1.51979, 2.17377], [1.45700, -1.20364, -0.65265], [-1.09869, 0.07845, -0.53929], [0.27149, 0.39310, 1.26429], [2.34225, -0.22163, -1.17040], [0.18887, -0.74810, -2.24810], [1.12653, -2.09263, -2.55677], [-0.04258, -2.38520, -1.25726], [0.36528, 2.49462, 1.88641], [0.12968, 1.34695, 3.19957], [-1.23884, 1.55685, 1.90725]],
  "lowdin_charge": [-0.38, -0.16, 0.06, -0.03, 0.13, 0.01, -0.15, 0.07, 0.04, 0.11, 0.12, 0.08, 0.11]
}